DFT (wB97M-V/def2-TZVPD) results for 2 unconnected molecules or ions with the total composition C5H11NO in a non-equilibrium geometry.

Last columns: bonded neighbours and bond lengths (Å).
Atoms and positions in Å:
1 O -1.759 -1.850 0.721  H10 0.975, H13 0.954
2 N -2.375 0.764 0.317  C3 1.486, H12 1.074, H16 0.967
3 C -1.231 1.329 -0.445  N2 1.486, C7 1.583, H15 1.143, H18 1.157
4 C 2.223 -0.618 -0.563  C5 1.529, C6 1.338, H17 1.087
5 C 0.760 -0.169 -0.564  C4 1.529, C7 1.326, H8 1.065
6 C 3.234 -0.189 0.200  C4 1.338, H9 1.235, H14 1.117
7 C 0.179 0.834 0.078  C3 1.583, C5 1.326, H11 1.121
8 H 0.224 -0.849 -1.184  C5 1.065
9 H 2.987 0.646 1.077  C6 1.235
10 H -1.105 -2.530 0.967  O1 0.975
11 H 0.558 1.312 1.019  C7 1.121
12 H -2.683 -0.185 -0.082  N2 1.074
13 H -1.930 -1.136 1.330  O1 0.954
14 H 4.219 -0.713 0.272  C6 1.117
15 H -1.234 2.470 -0.523  C3 1.143
16 H -3.172 1.305 0.219  N2 0.967
17 H 2.431 -1.393 -1.296  C4 1.087
18 H -1.325 0.972 -1.541  C3 1.157

## Properties
Energy relative to the best compared isomer or geometry (same formula, charge and spin) ... 328.09 kJ/mol
LUMO level ... 0.0286 Eh
Total energy ... -8898.297 eV
Highest occupied orbital energy ... -8.721 eV
Spin multiplicity ... 1


DFT (wB97M-V/def2-TZVPD) results for C5H11NO in the gas phase in a non-equilibrium geometry.

Last columns: bonded neighbours and bond lengths (Å).
Atoms and positions in Å:
1 O -1.729 0.601 1.742  C4 1.349, H9 0.986
2 N 0.923 -0.563 0.813  C3 1.293, C7 1.456
3 C 2.089 -0.023 0.958  N2 1.293, H12 1.089, H17 1.113
4 C -1.486 -0.114 0.624  O1 1.349, C7 1.588, H16 1.109, H18 1.090
5 C -0.048 -1.329 -1.125  C7 1.498, H10 1.072, H11 1.119, H13 1.089
6 C -0.028 1.192 -0.790  C7 1.526, H8 1.147, H14 1.044, H15 1.071
7 C -0.103 -0.192 -0.151  N2 1.456, C4 1.588, C5 1.498, C6 1.526
8 H -1.057 1.605 -1.085  C6 1.147
9 H -0.878 0.978 2.066  O1 0.986
10 H -0.136 -2.270 -0.621  C5 1.072
11 H 0.977 -1.374 -1.575  C5 1.119
12 H 2.709 -0.296 1.810  C3 1.089
13 H -0.698 -1.184 -1.987  C5 1.089
14 H 0.644 1.242 -1.588  C6 1.044
15 H 0.391 1.832 -0.040  C6 1.071
16 H -2.225 0.260 -0.114  C4 1.109
17 H 2.422 0.789 0.272  C3 1.113
18 H -1.767 -1.154 0.793  C4 1.090

## Properties
Energy relative to the best compared isomer or geometry (same formula, charge and spin) ... 241.03 kJ/mol
LUMO level ... 0.0323 Eh
Total energy ... -8899.199 eV
Highest occupied orbital energy ... -9.463 eV
Spin multiplicity ... 1


DFT (wB97M-V/def2-TZVPD) results for 2 unconnected molecules or ions with the total composition C5H11NO in a non-equilibrium geometry.

Last columns: bonded neighbours and bond lengths (Å).
Atoms and positions in Å:
1 O -2.156 1.397 0.031  C6 1.245
2 N -0.233 1.892 -1.208  C6 1.329, H16 1.012
3 C 0.424 -1.179 0.171  C4 1.796, C5 1.585, C7 1.590, H13 1.093, H18 1.089
4 C -0.831 -0.878 1.419  C3 1.796, C7 1.376, H11 1.079, H17 1.082
5 C 1.602 -0.636 -0.741  C3 1.585, H8 1.088, H14 1.094, H15 1.093
6 C -1.511 1.582 -1.018  O1 1.245, N2 1.329, H9 1.121
7 C 0.239 -0.029 1.252  C3 1.590, C4 1.376, H10 1.099, H12 1.084
8 H 2.520 -0.544 -0.164  C5 1.088
9 H -2.048 1.258 -1.947  C6 1.121
10 H -0.069 0.921 0.793  C7 1.099
11 H -0.746 -1.606 2.211  C4 1.079
12 H 1.028 0.097 1.984  C7 1.084
13 H 0.807 -2.126 0.559  C3 1.093
14 H 1.298 0.310 -1.199  C5 1.094
15 H 1.762 -1.368 -1.536  C5 1.093
16 H 0.042 2.849 -1.027  N2 1.012
17 H -1.792 -0.594 1.012  C4 1.082
18 H -0.335 -1.347 -0.591  C3 1.089

## Properties
Energy relative to the best compared isomer or geometry (same formula, charge and spin) ... 596.75 kJ/mol
LUMO level ... -0.0335 Eh
Total energy ... -8895.512 eV
Highest occupied orbital energy ... -6.642 eV
Spin multiplicity ... 1


DFT (wB97M-V/def2-TZVPD) results for C5H11NO in the gas phase in a non-equilibrium geometry.

Last columns: bonded neighbours and bond lengths (Å).
Atoms and positions in Å:
1 O -2.269 1.608 0.756  C3 1.407, H13 0.973
2 N 0.061 0.278 0.261  C5 1.486, C6 1.450, C7 1.495
3 C -2.351 0.351 0.129  O1 1.407, C5 1.519, H10 1.102, H15 1.096
4 C 2.121 0.054 -1.403  C7 1.515, H8 1.092, H11 1.103, H17 1.092
5 C -1.170 -0.496 0.571  N2 1.486, C3 1.519, H9 1.105, H14 1.099
6 C 1.212 -0.213 0.993  N2 1.450, C7 1.472, H12 1.086, H16 1.090
7 C 1.105 -0.528 -0.441  N2 1.495, C4 1.515, C6 1.472, H18 1.073
8 H 1.802 -0.076 -2.439  C4 1.092
9 H -1.198 -1.500 0.111  C5 1.105
10 H -2.331 0.443 -0.969  C3 1.102
11 H 3.105 -0.433 -1.306  C4 1.103
12 H 1.058 -0.928 1.797  C6 1.086
13 H -1.334 1.853 0.648  O1 0.973
14 H -1.230 -0.647 1.658  C5 1.099
15 H -3.308 -0.104 0.412  C3 1.096
16 H 1.908 0.593 1.222  C6 1.090
17 H 2.264 1.117 -1.195  C4 1.092
18 H 0.553 -1.373 -0.806  C7 1.073

## Properties
Energy relative to the best compared isomer or geometry (same formula, charge and spin) ... 229.16 kJ/mol
LUMO level ... 0.0410 Eh
Total energy ... -8899.322 eV
Highest occupied orbital energy ... -9.387 eV
Spin multiplicity ... 1


DFT (wB97M-V/def2-TZVPD) results for C5H11NO in the gas phase.

Last columns: bonded neighbours and bond lengths (Å).
Atoms and positions in Å:
1 O -1.992 1.273 1.721  C7 1.216
2 N -0.218 1.396 0.284  C3 1.459, C7 1.358, H17 1.010
3 C 0.165 -0.010 0.351  N2 1.459, C4 1.543, C6 1.530, H11 1.095
4 C 0.411 -0.573 -1.065  C3 1.543, C5 1.525, H10 1.098, H15 1.097
5 C -0.714 -1.473 -1.567  C4 1.525, H8 1.096, H13 1.095, H14 1.095
6 C 1.370 -0.221 1.269  C3 1.530, H12 1.097, H16 1.096, H18 1.094
7 C -1.250 1.912 1.000  O1 1.216, N2 1.358, H9 1.107
8 H -0.834 -2.342 -0.911  C5 1.096
9 H -1.362 3.003 0.848  C7 1.107
10 H 0.548 0.263 -1.764  C4 1.098
11 H -0.702 -0.503 0.801  C3 1.095
12 H 2.294 0.140 0.799  C6 1.097
13 H -1.670 -0.938 -1.589  C5 1.095
14 H -0.506 -1.841 -2.577  C5 1.095
15 H 1.353 -1.134 -1.075  C4 1.097
16 H 1.500 -1.289 1.479  C6 1.096
17 H 0.374 2.035 -0.226  N2 1.010
18 H 1.234 0.302 2.220  C6 1.094

## Properties
Energy relative to the best compared isomer or geometry (same formula, charge and spin) ... 32.48 kJ/mol
LUMO level ... 0.0329 Eh
Total energy ... -8901.361 eV
Highest occupied orbital energy ... -9.692 eV
Spin multiplicity ... 1


DFT (wB97M-V/def2-TZVPD) results for 2 unconnected molecules or ions with the total composition C5H11NO.

Last columns: bonded neighbours and bond lengths (Å).
Atoms and positions in Å:
1 O -0.173 -0.372 -2.023  C3 1.210
2 N -0.061 0.045 1.251  C6 1.264, C7 1.459
3 C -0.642 -1.225 -1.303  O1 1.210, C4 1.501, H12 1.111
4 C -2.078 -1.272 -0.868  C3 1.501, H9 1.097, H10 1.096, H18 1.092
5 C 1.536 1.635 0.007  C7 1.526, H14 1.096, H15 1.095, H16 1.096
6 C 0.899 -0.745 1.478  N2 1.264, H8 1.096, H11 1.093
7 C 0.177 1.346 0.636  N2 1.459, C5 1.526, H13 1.097, H17 1.097
8 H 1.951 -0.535 1.252  C6 1.096
9 H -2.114 -1.092 0.213  C4 1.097
10 H -2.503 -2.262 -1.064  C4 1.096
11 H 0.678 -1.715 1.930  C6 1.093
12 H 0.004 -2.034 -0.900  C3 1.111
13 H -0.597 1.463 -0.133  C7 1.097
14 H 1.735 0.949 -0.825  C5 1.096
15 H 1.525 2.652 -0.398  C5 1.095
16 H 2.362 1.577 0.725  C5 1.096
17 H -0.053 2.084 1.414  C7 1.097
18 H -2.647 -0.501 -1.392  C4 1.092

## Properties
Energy relative to the best compared isomer or geometry (same formula, charge and spin) ... 187.64 kJ/mol
LUMO level ... 0.0405 Eh
Total energy ... -8899.753 eV
Highest occupied orbital energy ... -9.678 eV
Spin multiplicity ... 1


DFT (wB97M-V/def2-TZVPD) results for C5H11NO in the gas phase in a non-equilibrium geometry.

Last columns: bonded neighbours and bond lengths (Å).
Atoms and positions in Å:
1 O -2.230 0.837 -0.879  C7 1.173
2 N -0.170 0.462 -0.157  C3 1.463, C5 1.485, C7 1.376
3 C 0.826 -0.558 0.176  N2 1.463, C6 1.558, H9 1.102, H14 1.168
4 C -1.957 -1.256 0.272  C7 1.567, H10 1.150, H12 1.307, H18 1.069
5 C 0.152 1.807 0.384  N2 1.485, H15 1.005, H16 1.245, H17 1.079
6 C 2.115 -0.440 -0.690  C3 1.558, H8 1.011, H11 1.020, H13 1.039
7 C -1.500 0.134 -0.288  O1 1.173, N2 1.376, C4 1.567
8 H 2.710 -1.247 -0.551  C6 1.011
9 H 0.374 -1.555 0.053  C3 1.102
10 H -1.508 -1.293 1.331  C4 1.150
11 H 1.821 -0.592 -1.654  C6 1.020
12 H -3.225 -1.023 0.058  C4 1.307
13 H 2.495 0.489 -0.422  C6 1.039
14 H 1.250 -0.289 1.231  C3 1.168
15 H 1.033 2.178 0.074  C5 1.005
16 H -0.657 2.579 -0.162  C5 1.245
17 H 0.315 1.968 1.438  C5 1.079
18 H -1.845 -2.201 -0.215  C4 1.069

## Properties
Energy relative to the best compared isomer or geometry (same formula, charge and spin) ... 306.13 kJ/mol
LUMO level ... 0.0325 Eh
Total energy ... -8898.525 eV
Highest occupied orbital energy ... -9.123 eV
Spin multiplicity ... 1


DFT (wB97M-V/def2-TZVPD) results for C5H11NO in the gas phase in a non-equilibrium geometry.

Last columns: bonded neighbours and bond lengths (Å).
Atoms and positions in Å:
1 O 1.853 -1.628 -0.340  C7 1.193
2 N 1.433 -0.288 -2.174  C7 1.405, H8 1.011, H11 0.945
3 C -0.310 0.480 0.401  C4 1.612, C5 1.694, C6 1.465, H17 1.110
4 C -1.812 0.988 0.691  C3 1.612, H9 1.114, H10 1.177, H18 1.140
5 C 0.580 -0.078 1.730  C3 1.694, H12 1.100, H13 1.039, H15 1.084
6 C -0.406 -0.571 -0.615  C3 1.465, C7 1.627, H14 1.158, H16 1.154
7 C 1.176 -0.820 -0.899  O1 1.193, N2 1.405, C6 1.627
8 H 2.322 -0.607 -2.533  N2 1.011
9 H -2.155 1.582 -0.187  C4 1.114
10 H -1.623 1.916 1.389  C4 1.177
11 H 0.765 -0.555 -2.787  N2 0.945
12 H 0.840 0.929 2.087  C5 1.100
13 H 1.472 -0.574 1.536  C5 1.039
14 H -0.854 -1.551 -0.190  C6 1.158
15 H -0.150 -0.334 2.490  C5 1.084
16 H -0.973 -0.302 -1.583  C6 1.154
17 H 0.266 1.356 0.036  C3 1.110
18 H -2.422 0.059 0.946  C4 1.140

## Properties
Energy relative to the best compared isomer or geometry (same formula, charge and spin) ... 237.01 kJ/mol
LUMO level ... 0.0315 Eh
Total energy ... -8899.241 eV
Highest occupied orbital energy ... -9.446 eV
Spin multiplicity ... 1